(1)
ORCA calculation (ωB97M-V with the def2-TZVPD basis set) on a structure of composition C18H21N12Ru.

Structure (ORCA input):
```
! RIJCOSX wB97M-V def2-TZVPD def2/J DEFGRID3
* xyz 0 2
Ru -0.0174 -0.6016 0.2200
C -2.8281 -0.6829 1.1366
N -2.0896 -0.4654 -0.1407
C -2.5428 -1.4771 -1.1367
C -2.3460 0.8977 -0.6650
C -3.6364 1.2851 -0.9692
C -3.8778 2.5334 -1.5232
C -2.8021 3.3659 -1.7742
C -1.5043 2.9846 -1.4694
C -1.2380 1.7395 -0.8933
N -0.0014 1.1922 -0.5421
C 1.2625 1.7778 -0.6858
C 1.5755 3.1304 -0.8368
C 2.8882 3.5382 -1.0181
C 3.9282 2.6264 -1.0390
C 3.6484 1.2878 -0.8052
C 2.3446 0.8806 -0.5992
N 2.0455 -0.5273 -0.2534
C 2.8232 -0.9370 0.9517
C 2.4023 -1.4258 -1.3857
H -3.8998 -0.5861 0.9606
H -2.5093 0.0539 1.8695
H -2.6119 -1.6891 1.4920
H -3.6330 -1.5085 -1.1567
H -2.1486 -2.4545 -0.8747
H -2.1751 -1.1933 -2.1208
H -4.4605 0.6080 -0.7884
H -4.8852 2.8392 -1.7685
H -2.9649 4.3384 -2.2205
H -0.7145 3.6708 -1.7185
H 0.8148 3.8896 -0.7692
H 3.0939 4.5941 -1.1368
H 4.9459 2.9521 -1.2030
H 4.4535 0.5659 -0.7713
H 3.8908 -0.8823 0.7386
H 2.5586 -1.9646 1.1955
H 2.5820 -0.2758 1.7800
H 3.4883 -1.5035 -1.4623
H 2.0091 -1.0010 -2.3075
H 1.9672 -2.4094 -1.2283
N -0.0226 -3.0514 2.7659
C 0.0097 -1.7276 3.0804
N 0.0319 -1.2376 4.2960
N 0.0550 0.1107 4.1215
N 0.0439 0.4278 2.8917
N 0.0168 -0.7366 2.1629
C -0.0046 -3.5037 1.4637
N 0.0381 -4.7717 1.1103
N 0.0367 -4.7359 -0.2356
N -0.0060 -3.5251 -0.6625
N -0.0381 -2.6926 0.4102
H 0.0035 -3.7230 3.5144
*
```

Results
ΔE to the lowest compared entry with this formula, charge and spin   10.5 kcal per mole

Results of the Löwdin charge analysis, in e, for atoms 1 through 5: atom 1 (Ru): 1.39, atom 2 (C): -0.06, atom 3 (N): -0.31, atom 4 (C): -0.06, atom 5 (C): -0.20



(2)
ORCA calculation (ωB97M-V with the def2-TZVPD basis set) on an isolated molecule of C18H21N2O5P.

Structure (ORCA input):
```
! RIJCOSX wB97M-V def2-TZVPD def2/J DEFGRID3
* xyz 0 1
C 3.5038 -6.2568 2.8667
C 3.7275 -5.0542 1.9711
C 2.8675 -3.6437 2.1072
C 2.5722 -3.0139 3.6045
C 1.6701 -1.6359 3.7114
C 1.1038 -0.9495 2.3099
C 1.4427 -1.5667 0.7926
C 2.3448 -2.9437 0.7004
C 0.8198 -0.7872 -0.5495
O 1.4812 -0.7284 -1.7078
C -0.7054 -0.1426 -0.3128
C -1.7847 -0.2030 -1.5447
C -1.8829 1.1567 -2.4549
N -0.7720 2.1585 -2.2406
C -0.1508 2.4623 -3.6207
C 0.9178 1.3257 -4.1219
C -1.2680 3.5054 -1.7660
C -0.2488 4.3302 -0.7314
O -2.4008 4.1142 -2.1231
C -0.9997 0.4244 1.0645
P -2.7138 1.1482 1.5094
N -3.6347 -0.1362 1.9845
O -3.5406 1.9370 0.1950
O -2.6007 2.2827 2.8510
C 0.1393 0.4166 2.2892
O 0.2906 1.3997 3.1804
H 2.6673 -7.0671 2.6394
H 4.1422 -6.4575 3.8494
H 4.5324 -5.1882 1.1313
H 2.9335 -3.4898 4.6129
H 1.3921 -1.1191 4.7256
H 2.5919 -3.4525 -0.3407
H -2.8604 -0.4165 -1.0803
H -1.4992 -1.1149 -2.2219
H -2.9677 1.5774 -2.3372
H -1.7934 0.8013 -3.5904
H -1.0274 2.6853 -4.3751
H 0.4310 3.4921 -3.4596
H 1.1687 1.5749 -5.2615
H 1.9160 1.3426 -3.4680
H 0.3651 0.2741 -4.0478
H 0.6911 4.6156 -1.4102
H 0.0570 3.7055 0.2092
H -0.7665 5.3644 -0.4777
H -4.4844 -0.2153 1.3819
H -4.4174 1.4928 -0.0012
H -3.2501 1.9949 3.5575
*
```

Results
SMILES   C=Cc1ccc2c(c1)C(=O)C(CCN(CC)C(C)=O)=C(P(=N)(O)O)C2=O
Electronic energy   -1524.823278 hartree

Results of the Löwdin charge analysis, in e, for atoms 1 through 5: atom 1 (C): -0.05, atom 2 (C): -0.15, atom 3 (C): -0.13, atom 4 (C): 0.00, atom 5 (C): 0.02



(3)
ORCA calculation (ωB97M-V with the def2-TZVPD basis set) on an isolated molecule of C18H21N3O3.

Structure (ORCA input):
```
! RIJCOSX wB97M-V def2-TZVPD def2/J DEFGRID3
* xyz 0 1
C 2.9927 2.3954 0.7753
C 1.8572 1.4303 1.1024
O 1.3105 0.8272 -0.0541
C 1.8950 -0.2577 -0.6346
C 3.0823 -0.8328 -0.1949
C 3.6095 -1.9431 -0.8299
C 2.9605 -2.5099 -1.9115
C 1.7715 -1.9576 -2.3445
C 1.2303 -0.8314 -1.7352
C -0.1002 -0.3761 -2.2282
O -0.8901 -1.1596 -2.7354
N -0.3602 0.9494 -2.1266
C -1.7134 1.4657 -2.2017
C -2.2356 1.4331 -0.7626
O -1.8563 2.2715 0.0384
N -3.0129 0.3948 -0.3916
C -3.5743 -0.5848 -1.2994
C -3.2125 0.2411 1.0387
C -1.9517 -0.2303 1.7209
C -1.5860 0.2549 2.9698
C -0.4210 -0.2044 3.5608
C 0.3418 -1.1335 2.8706
N 0.0124 -1.5947 1.6768
C -1.1007 -1.1551 1.1200
H 2.6354 3.1715 0.1030
H 3.8207 1.8790 0.2952
H 3.3489 2.8611 1.6900
H 1.0144 1.9790 1.5336
H 2.1768 0.6671 1.8202
H 3.6065 -0.4233 0.6538
H 4.5352 -2.3658 -0.4681
H 3.3711 -3.3778 -2.4037
H 1.2249 -2.3910 -3.1685
H 0.2632 1.4978 -1.5511
H -1.6752 2.5022 -2.5432
H -2.2856 0.8577 -2.8985
H -4.3292 -0.1223 -1.9413
H -2.8059 -1.0457 -1.9235
H -4.0540 -1.3695 -0.7196
H -3.5005 1.2110 1.4581
H -4.0235 -0.4703 1.2120
H -2.2047 0.9871 3.4692
H -0.1105 0.1550 4.5300
H 1.2591 -1.5305 3.2872
H -1.3160 -1.5646 0.1420
*
```

Results
SMILES   CCOc1ccccc1C(=O)NCC(=O)N(C)Cc1cccnc1
ΔE to the lowest compared entry with this formula, charge and spin   26.8 kcal per mole

Results of the Löwdin charge analysis, in e, for atoms 1 through 5: atom 1 (C): -0.05, atom 2 (C): -0.24, atom 3 (O): -0.09, atom 4 (C): -0.21, atom 5 (C): -0.02



(4)
ORCA calculation (ωB97M-V with the def2-TZVPD basis set) on an isolated molecule of C18H21N3O5S.

Structure (ORCA input):
```
! RIJCOSX wB97M-V def2-TZVPD def2/J DEFGRID3
* xyz 0 1
C 2.6853 -1.4650 0.1325
C 1.4378 -0.8163 0.6049
C 1.2562 0.0563 1.6480
C 2.2764 0.5089 2.6142
O 3.3108 -0.1318 2.7507
N 2.0602 1.6418 3.3296
C 0.8769 2.4665 3.2571
C 3.0609 1.9732 4.3216
C 2.8115 1.2516 5.6594
C 1.5783 1.6749 6.2677
N 0.5967 2.0296 6.7345
O -0.0580 0.4369 1.7610
C -0.7342 -0.1892 0.7831
C -2.0966 -0.1160 0.5204
C -2.5665 -0.8483 -0.5508
C -1.7003 -1.6218 -1.3221
S -2.3695 -2.5107 -2.7337
O -3.7619 -2.7455 -2.4967
O -1.4988 -3.6126 -3.0140
N -2.2784 -1.4941 -4.0434
C -3.2032 -0.3897 -4.1352
C -2.5570 0.9116 -3.6469
O -1.3388 1.1564 -4.3171
C -0.4180 0.1048 -4.1205
C -0.9854 -1.2264 -4.6264
C -0.3546 -1.7170 -1.0612
C 0.1440 -0.9830 0.0145
H 3.5059 -1.2303 0.8024
H 2.9247 -1.1258 -0.8750
H 2.5469 -2.5443 0.0987
H 1.0860 3.4241 3.7305
H 0.5997 2.6488 2.2196
H 0.0316 2.0069 3.7737
H 3.0743 3.0551 4.4690
H 4.0303 1.6445 3.9364
H 3.6332 1.4623 6.3483
H 2.7727 0.1736 5.4809
H -2.7498 0.4833 1.1333
H -3.6145 -0.8572 -0.8039
H -4.0801 -0.6500 -3.5442
H -3.4952 -0.2765 -5.1854
H -3.1974 1.7670 -3.8680
H -2.3788 0.8601 -2.5611
H 0.4763 0.3810 -4.6815
H -0.1683 0.0266 -3.0506
H -0.3357 -2.0632 -4.3740
H -1.1058 -1.1775 -5.7146
H 0.2706 -2.3538 -1.6655
*
```

Results
SMILES   Cc1c(C(=O)N(C)CCC#N)oc2ccc(S(=O)(=O)N3CCOCC3)cc12
ΔE to the lowest compared entry with this formula, charge and spin   58.5 kcal per mole

Results of the Löwdin charge analysis, in e, for atoms 1 through 5: atom 1 (C): -0.01, atom 2 (C): -0.12, atom 3 (C): -0.08, atom 4 (C): -0.37, atom 5 (O): 0.06



(5)
ORCA calculation (ωB97M-V with the def2-TZVPD basis set) on an isolated molecule of C18H21N3O5S2.

Structure (ORCA input):
```
! RIJCOSX wB97M-V def2-TZVPD def2/J DEFGRID3
* xyz 0 1
O 2.6971 -1.5125 2.0098
C 2.0487 -1.8474 1.0353
N 2.6660 -2.3730 -0.0666
N 4.0491 -2.2373 -0.1965
S 4.3945 -0.7762 -1.0254
O 5.8126 -0.6844 -1.1506
O 3.5718 -0.8437 -2.1987
C 3.7594 0.5048 0.0504
C 4.5308 0.9279 1.1134
C 4.0001 1.8514 1.9978
C 2.7115 2.3278 1.8088
C 1.9520 1.8988 0.7319
C 2.4787 0.9764 -0.1573
C 0.5701 -1.7436 0.9549
C -0.2033 -2.4914 0.0689
C -1.5684 -2.2722 -0.0013
C -2.1508 -1.3127 0.8065
S -3.9017 -0.9375 0.6156
O -4.5377 -2.0950 0.0635
O -4.3701 -0.3878 1.8520
N -3.9979 0.2604 -0.5174
C -3.6230 1.5985 -0.1451
C -2.1448 1.9109 -0.4489
C -1.6321 1.0501 -1.6108
C -2.7626 0.7644 -2.5946
C -3.8482 -0.0796 -1.9164
C -1.4040 -0.6026 1.7276
C -0.0413 -0.8206 1.8034
H 2.2227 -2.3838 -0.9755
H 4.4723 -2.2620 0.7276
H 5.5280 0.5339 1.2283
H 4.5859 2.1925 2.8371
H 2.2967 3.0398 2.5063
H 0.9512 2.2757 0.5852
H 1.9203 0.6250 -1.0112
H 0.2483 -3.2541 -0.5464
H -2.1968 -2.8443 -0.6656
H -4.2732 2.2888 -0.6921
H -3.8418 1.6958 0.9180
H -2.0599 2.9685 -0.7035
H -1.5304 1.7287 0.4337
H -0.8124 1.5609 -2.1185
H -1.2467 0.1017 -1.2300
H -3.1860 1.7106 -2.9355
H -2.3847 0.2326 -3.4679
H -4.8110 0.0660 -2.4218
H -3.6091 -1.1426 -1.9628
H -1.9069 0.0958 2.3778
H 0.5769 -0.2833 2.5067
*
```

Results
SMILES   O=C(NNS(=O)(=O)c1ccccc1)c1ccc(S(=O)(=O)N2CCCCC2)cc1
ΔE to the lowest compared entry with this formula, charge and spin   0.0 kcal per mole

Results of the Löwdin charge analysis, in e, for atoms 1 through 5: atom 1 (O): 0.08, atom 2 (C): -0.45, atom 3 (N): 0.02, atom 4 (N): -0.08, atom 5 (S): 0.68